Entry 1:
Density functional theory data (ωB97M-V with the def2-TZVPD basis set) for a cluster of 2 separate species, CH3NOS in total.

The geometry in XYZ format:
```
7
Properties=species:S:1:pos:R:3:forces:R:3
C -0.939 -0.330 0.566 -4.4 1.7 0.0
N 0.101 -0.810 0.603 1.9 -3.2 1.3
O 2.129 -0.240 1.549 2.0 2.2 3.6
S 1.679 -0.855 0.327 -1.1 -1.6 -4.2
H -2.172 0.853 -1.619 -0.1 0.1 -0.3
H -2.212 1.142 -0.944 -0.1 0.1 0.0
H 1.413 0.240 -0.482 1.8 0.7 -0.4
```
Positions in Å, forces in eV/Å.

Summary:
* energy relative to the best compared isomer or geometry (same formula, charge and spin): 6.5886 eV
* E_HOMO (alpha / beta): -0.219 / -0.414 Ha
* ⟨S²⟩: 2.01
* spin multiplicity: 3
* charge: 0
* frontier orbital gap (alpha / beta): 6.095 / 7.196 eV

For each atom in turn, the natural (NBO) charge in e is: 0.284 -0.855 -0.631 1.113 -0.019 0.017 0.091

***

Entry 2:
Density functional theory data (ωB97M-V with the def2-TZVPD basis set) for the molecule C3H7N3O2.

The geometry in XYZ format:
```
15
Properties=species:S:1:pos:R:3:forces:R:3
N -2.984 -0.665 0.047 -1.3 -2.2 1.7
N -1.563 -0.416 0.355 -1.7 3.6 -0.8
C -1.427 0.748 -0.230 0.3 -1.4 -0.5
N -0.232 1.335 -0.324 -0.5 4.7 -1.9
C 0.995 1.066 0.317 2.0 -0.8 3.2
C 1.765 -0.320 0.040 1.9 0.7 -1.2
O 3.012 -0.367 0.094 -4.3 -0.1 0.0
O 0.994 -1.374 -0.381 0.2 1.1 1.1
H -3.740 -0.459 0.859 2.9 -0.8 -1.8
H -2.793 -1.675 -0.012 -2.0 0.2 0.0
H -2.235 1.235 -0.906 1.2 -0.9 1.7
H -0.383 2.381 -0.577 0.8 -2.7 0.3
H 0.842 1.045 1.441 -0.1 -0.4 -0.8
H 1.704 1.953 0.323 -0.7 -1.3 -1.0
H 0.015 -1.286 -0.131 1.2 0.4 -0.2
```
Positions in Å, forces in eV/Å.

Summary:
* energy relative to the best compared isomer or geometry (same formula, charge and spin): 3.8843 eV
* structure (SMILES): N/N=C/NCC(=O)O
* E_HOMO: -0.333 Ha
* charge: 0
* frontier orbital gap: 9.494 eV

For each atom in turn, the natural (NBO) charge in e is: -0.714 -0.453 0.286 -0.592 -0.355 0.793 -0.575 -0.705 0.354 0.364 0.206 0.404 0.216 0.253 0.517

***

Entry 3:
Density functional theory data (ωB97M-V with the def2-TZVPD basis set) for a structure of composition C60H64GeN2OP2S2Ti.

The geometry in XYZ format:
```
133
Properties=species:S:1:pos:R:3:forces:R:3
Ti -0.583 0.217 0.354 0.5 0.6 4.5
S 3.690 -1.228 1.664 0.4 -0.2 0.4
P 2.470 -2.213 0.410 -0.3 1.0 -0.5
C 0.942 -1.517 -0.004 0.3 -2.3 0.5
P -0.433 -2.543 0.086 -0.1 0.6 -0.4
S -1.913 -1.774 1.237 -0.3 -0.1 0.1
C -0.333 -4.312 0.540 0.1 -0.4 0.1
C 0.026 -5.284 -0.399 -0.3 0.4 0.2
C 0.115 -6.607 -0.024 -0.2 -0.4 0.0
C -0.142 -6.987 1.286 -0.2 0.2 0.0
C -0.488 -6.022 2.225 -0.1 -0.5 -0.1
C -0.582 -4.699 1.857 -0.2 0.4 -0.5
C -1.288 -2.767 -1.534 0.3 -0.2 0.0
C -2.433 -3.560 -1.561 0.1 0.1 0.0
C -3.019 -3.894 -2.764 -0.1 -0.2 -0.1
C -2.480 -3.429 -3.956 0.0 0.1 -0.1
C -1.377 -2.592 -3.929 -0.1 -0.1 -0.3
C -0.778 -2.271 -2.725 0.2 -0.1 0.4
C 3.567 -2.319 -1.077 0.0 0.0 -0.1
C 3.096 -1.957 -2.331 -0.3 -0.2 0.4
C 3.925 -1.961 -3.435 0.5 -0.1 -0.4
C 5.256 -2.329 -3.299 -0.1 0.1 -0.1
C 5.742 -2.684 -2.046 0.3 -0.1 -0.1
C 4.911 -2.674 -0.945 -0.2 0.0 0.1
C 2.571 -3.933 1.031 0.3 -0.1 -0.2
C 2.412 -4.190 2.393 0.1 0.2 -0.2
C 2.633 -5.456 2.891 0.2 -0.3 0.1
C 3.040 -6.482 2.045 0.2 0.1 0.0
C 3.201 -6.227 0.692 0.3 -0.4 0.2
C 2.957 -4.969 0.183 -0.1 0.4 0.2
H 0.229 -4.993 -1.423 0.0 0.0 0.0
H 0.393 -7.353 -0.759 0.0 0.0 0.0
H -0.077 -8.028 1.573 0.1 -0.1 0.0
H -0.680 -6.308 3.250 0.0 -0.1 0.1
H -0.870 -3.939 2.572 0.0 0.0 0.0
H -2.843 -3.916 -0.623 0.0 0.0 0.0
H -3.892 -4.534 -2.779 -0.1 0.0 0.0
H -2.916 -3.715 -4.904 -0.1 0.0 0.0
H -0.969 -2.206 -4.853 0.0 0.1 -0.1
H 0.102 -1.644 -2.692 0.0 0.0 0.0
H 2.056 -1.680 -2.422 -0.1 0.0 0.1
H 3.537 -1.682 -4.407 0.0 0.0 0.0
H 5.917 -2.322 -4.157 0.0 0.0 0.0
H 6.783 -2.975 -1.933 0.0 0.0 0.0
H 5.293 -2.933 0.035 0.0 0.0 0.0
H 2.121 -3.388 3.062 0.1 0.0 -0.1
H 2.497 -5.645 3.949 0.0 0.0 0.0
H 3.232 -7.473 2.438 0.0 0.0 0.0
H 3.523 -7.018 0.026 0.0 -0.1 0.0
H 3.059 -4.775 -0.877 0.1 -0.1 0.0
C 0.564 -0.920 3.186 0.3 -0.5 0.0
N 0.152 0.325 2.542 0.3 -0.1 0.7
C -0.804 0.952 3.448 -0.3 0.3 0.2
C 1.339 1.172 2.395 0.4 0.3 -0.2
C 1.165 2.244 1.325 0.0 0.3 0.6
N 1.053 1.692 -0.024 0.4 0.3 -0.1
C 0.624 2.738 -0.948 -0.3 0.3 -0.2
C 2.346 1.212 -0.494 0.4 -0.4 0.0
H -0.311 -1.525 3.428 0.0 0.2 0.0
H 1.129 -0.712 4.110 0.0 0.0 -0.1
H 1.198 -1.486 2.500 -0.2 0.2 0.4
H -1.737 0.384 3.436 0.1 0.2 -0.1
H -0.403 0.968 4.475 0.1 -0.1 0.0
H -1.017 1.972 3.140 0.0 -0.3 0.0
H 2.190 0.528 2.145 -0.2 0.2 0.1
H 1.571 1.661 3.358 0.0 0.0 -0.1
H 2.020 2.943 1.376 0.0 0.0 0.0
H 0.248 2.806 1.522 0.1 0.0 0.0
H 1.248 3.642 -0.854 0.0 -0.1 0.0
H -0.418 2.992 -0.766 0.0 -0.1 0.0
H 0.700 2.376 -1.971 0.1 -0.1 0.0
H 2.762 0.453 0.167 -0.1 0.2 -0.1
H 3.074 2.037 -0.565 -0.1 0.1 0.0
H 2.230 0.755 -1.477 0.0 0.0 0.0
C -6.131 3.058 -4.464 0.0 -0.1 0.0
C -4.885 2.365 -3.991 0.0 0.0 0.0
C -3.655 2.595 -4.594 -0.2 0.1 0.0
C -2.494 2.008 -4.145 0.3 -0.1 -0.1
C -1.210 2.352 -4.842 -0.1 0.0 0.1
C -2.506 1.122 -3.024 -0.4 0.1 0.1
C -1.283 0.671 -2.481 0.4 0.4 -0.7
O -1.069 0.228 -1.282 -1.1 -0.4 -5.4
C -3.790 0.796 -2.490 0.1 -0.2 0.2
C -3.959 -0.330 -1.515 0.2 0.0 0.1
C -4.921 1.434 -2.956 0.0 0.1 -0.2
H -5.891 3.977 -4.998 0.0 0.1 0.0
H -6.774 3.312 -3.621 -0.1 0.0 0.0
H -6.705 2.422 -5.143 -0.1 0.0 0.0
H -3.607 3.272 -5.440 0.1 0.1 0.0
H -1.410 2.995 -5.698 0.0 0.0 0.0
H -0.714 1.450 -5.198 0.2 0.0 0.0
H -0.537 2.880 -4.165 0.2 0.0 0.0
H -0.373 0.840 -3.071 -0.3 0.0 0.1
H -4.861 -0.191 -0.918 0.0 0.0 0.0
H -4.060 -1.269 -2.071 0.0 0.0 0.0
H -3.102 -0.430 -0.847 -0.4 0.0 -0.1
H -5.880 1.189 -2.513 -0.1 -0.1 0.1
C -2.039 1.651 0.764 -0.4 1.2 0.1
Ge -2.450 3.494 1.075 -0.2 -0.8 0.3
C -4.319 4.238 0.820 0.5 -0.3 0.0
C -4.825 5.158 1.729 0.1 0.1 0.2
C -6.060 5.755 1.554 -0.1 0.2 0.1
C -6.818 5.450 0.438 -0.2 0.1 0.0
C -6.332 4.538 -0.482 -0.2 0.0 -0.2
C -5.099 3.938 -0.288 0.1 -0.2 -0.1
C -2.355 3.854 3.081 0.1 0.2 -0.4
C -1.420 4.633 3.752 -0.1 0.1 -0.3
C -1.360 4.663 5.135 0.1 0.1 0.4
C -2.245 3.911 5.886 0.1 0.1 0.2
C -3.186 3.125 5.238 -0.1 -0.1 0.1
C -3.230 3.097 3.861 -0.1 0.0 -0.2
C -1.438 5.028 0.216 -0.1 -0.3 0.2
C -0.167 5.479 0.569 -0.1 -0.1 0.2
C 0.451 6.520 -0.100 0.2 0.2 0.0
C -0.189 7.150 -1.153 -0.1 0.0 -0.1
C -1.449 6.712 -1.530 0.1 0.3 -0.2
C -2.051 5.664 -0.862 -0.2 -0.1 0.1
H -3.020 1.139 0.815 0.0 0.2 0.0
H -4.233 5.407 2.599 0.0 0.1 0.1
H -6.432 6.464 2.286 0.0 0.0 0.0
H -7.782 5.920 0.284 0.0 0.0 0.0
H -6.920 4.303 -1.358 0.0 -0.1 -0.1
H -4.729 3.227 -1.013 0.0 -0.1 -0.1
H -0.734 5.247 3.184 0.1 0.1 0.0
H -0.625 5.286 5.632 0.1 0.0 0.0
H -2.207 3.936 6.968 0.0 0.0 0.1
H -3.884 2.537 5.820 -0.1 -0.1 0.0
H -3.953 2.465 3.358 -0.1 -0.1 0.0
H 0.370 5.008 1.381 0.0 -0.1 0.0
H 1.440 6.847 0.200 0.0 0.0 0.0
H 0.288 7.968 -1.677 0.0 0.0 0.0
H -1.962 7.198 -2.350 0.0 0.0 -0.1
H -3.030 5.333 -1.181 -0.1 0.0 0.0
```
Positions in Å, forces in eV/Å.

Summary:
* energy relative to the best compared isomer or geometry (same formula, charge and spin): 0.0948 eV
* E_HOMO (alpha / beta): -0.001 / -0.002 Ha
* ⟨S²⟩: 2.04
* spin multiplicity: 3
* charge: -2
* frontier orbital gap (alpha / beta): 4.138 / 4.164 eV

Löwdin atomic charge list, values in e, 99 entries: 0.511 0.298 0.441 -0.531 0.464 0.414 -0.336 -0.097 -0.104 -0.104 -0.101 -0.115 -0.338 -0.120 -0.106 -0.107 -0.086 -0.096 -0.350 -0.094 -0.098 -0.115 -0.105 -0.132 -0.341 -0.114 -0.099 -0.109 -0.108 -0.107 0.117 0.101 0.093 0.099 0.074 0.100 0.093 0.088 0.097 0.076 0.067 0.094 0.087 0.092 0.081 0.091 0.100 0.092 0.099 0.109 -0.172 -0.326 -0.122 -0.197 -0.190 -0.305 -0.090 -0.105 0.048 0.096 -0.013 0.083 0.093 0.033 0.006 0.132 0.131 0.078 0.095 0.049 0.075 -0.019 0.098 0.086 -0.069 -0.293 -0.044 -0.220 -0.064 -0.104 -0.179 -0.313 -0.188 -0.039 -0.049 0.066 0.054 0.069 0.102 0.065 0.074 0.074 0.107 0.083 0.079 0.007 0.115 -0.378 0.885